Record 1
Entry from the Open Molecules 2025 dataset: a cluster of 14 separate species, C26H80O14 in total in a non-equilibrium geometry (ωB97M-V/def2-TZVPD).

Each line ends with the Mulliken charge.
Element x y z (Å)
1 H 3.051 -0.927 5.525  0.51
2 H 0.459 -3.980 -4.393  0.20
3 C -1.410 -4.286 -2.518  -1.08
4 O 3.618 3.946 2.910  -0.58
5 H 2.396 2.486 3.365  -0.16
6 C -1.165 -0.458 -5.656  1.13
7 H -0.221 2.147 0.314  0.37
8 H 5.453 -0.869 6.187  0.37
9 H 0.838 2.301 4.951  0.10
10 H -2.970 -2.688 -4.373  0.23
11 H 5.318 0.035 2.354  0.29
12 H -0.679 -1.389 0.944  -0.04
13 C -2.094 3.585 -2.219  -0.78
14 H -1.668 0.523 -7.368  0.43
15 H 3.596 -3.339 -2.832  0.42
16 O 2.145 -4.453 -3.601  -0.57
17 H -0.240 1.311 -6.465  0.33
18 H -1.474 0.903 -0.006  0.13
19 H -3.394 1.214 1.176  -0.25
20 C -2.694 -3.694 -4.687  -1.47
21 H 3.076 -3.886 0.051  0.27
22 H -2.268 -4.898 -2.241  0.41
23 H -3.811 2.542 2.227  0.29
24 H 1.645 4.908 0.223  0.50
25 C -4.212 1.647 1.751  -0.19
26 H 3.200 3.568 -2.909  0.44
27 C -1.011 1.575 6.139  0.70
28 H 3.410 -2.141 4.430  0.36
29 H 1.175 1.424 6.355  0.46
30 O -3.267 -2.595 0.337  -0.38
31 H -1.623 3.321 6.844  0.35
32 H 2.321 2.764 1.637  -0.24
33 H -1.944 -3.596 2.543  0.14
34 H -1.241 -2.217 3.409  0.13
35 C -3.436 4.286 -2.145  0.66
36 H -1.276 0.597 6.539  0.31
37 H 6.082 -1.933 4.843  0.35
38 C 2.986 2.789 2.500  0.78
39 C -1.199 0.795 -6.423  -1.57
40 H 1.960 1.834 -2.135  -0.08
41 H -3.558 -4.249 -4.321  0.45
42 C 1.716 4.354 -0.712  0.04
43 H 4.597 -3.046 0.093  0.34
44 O 3.256 -2.286 1.456  -0.36
45 O 3.113 2.883 -3.576  -0.58
46 H -4.214 -0.776 -0.232  0.03
47 C -0.492 1.097 0.425  -1.16
48 H 2.050 -2.863 -2.244  -0.15
49 H -5.131 -1.923 0.689  0.29
50 C 0.576 0.046 0.080  1.68
51 H -1.468 -4.964 4.440  0.31
52 H 2.917 -4.902 -3.952  0.30
53 O -1.508 -4.004 4.451  -0.57
54 H 2.516 -0.591 3.940  -0.07
55 C 2.909 1.776 -2.666  -0.31
56 C 5.775 -0.933 5.148  -1.54
57 H -4.903 2.642 -1.825  0.21
58 H -0.632 0.994 1.502  0.20
59 H -1.266 -5.323 -4.386  0.38
60 H -1.959 1.499 -6.082  0.33
61 H -2.035 -1.081 -5.862  -0.11
62 C -1.240 -0.220 -4.184  -0.57
63 H 3.707 1.501 -1.977  0.25
64 O -3.756 4.523 -0.774  -0.59
65 C 3.778 -3.394 0.723  -0.86
66 H -1.966 3.202 4.890  0.41
67 H 4.052 -1.859 1.781  0.31
68 O -0.021 -1.243 -5.982  -0.61
69 H -6.098 1.780 1.385  0.28
70 H -5.471 3.898 -2.828  0.34
71 H -1.684 -3.329 -2.072  0.05
72 H -4.596 1.049 2.578  0.43
73 H -1.749 1.702 4.137  -0.08
74 H 2.001 -0.789 1.079  0.04
75 O 5.186 -0.809 2.791  -0.71
76 O -5.285 1.952 0.905  -0.48
77 H -0.390 0.252 -3.690  0.14
78 H -4.807 -2.087 -1.103  0.32
79 O 2.989 4.498 -1.273  -0.59
80 O -0.383 -3.535 -4.512  -0.49
81 O -1.205 2.528 7.188  -0.61
82 H -0.545 -4.716 -2.014  0.37
83 H 3.815 2.103 2.324  -0.08
84 C -4.405 -1.843 -0.119  -0.50
85 H -0.119 -1.986 -5.382  0.45
86 C 0.079 -1.337 0.162  -0.61
87 H 2.437 -2.416 -3.887  0.29
88 H 4.082 4.316 2.155  0.31
89 H -3.483 -3.525 0.237  0.25
90 H -0.364 -1.721 -0.757  -0.18
91 H -1.879 3.155 -3.196  0.26
92 H 0.861 -2.082 0.307  0.20
93 H 0.567 0.673 4.917  0.17
94 C -1.979 2.135 5.110  -1.18
95 H 0.747 0.166 -0.990  -0.50
96 H -2.687 -3.634 -5.776  0.34
97 C 3.340 -1.055 4.481  -1.12
98 H -1.860 2.800 -1.499  0.11
99 C -4.559 3.361 -2.568  -1.24
100 H 6.611 -0.254 4.979  0.37
101 H -1.217 4.224 -2.327  0.24
102 H 1.628 3.333 -0.340  -0.40
103 H 2.740 0.869 -3.246  0.28
104 C -1.234 -3.303 3.316  -0.17
105 H -2.963 1.781 5.420  0.36
106 C -1.433 -4.299 -4.052  0.57
107 H -3.446 5.141 -2.821  0.27
108 H -2.020 0.501 -3.942  0.22
109 C 4.712 -0.420 4.157  0.91
110 C 0.412 1.522 5.582  -1.07
111 H -0.215 -3.458 2.961  0.17
112 H -4.379 3.904 -0.388  0.26
113 H -4.267 2.849 -3.484  0.28
114 H 4.651 0.668 4.129  0.16
115 H 4.287 -4.112 1.367  0.30
116 O 1.711 0.123 1.006  -0.11
117 H -1.387 -1.132 -3.605  -0.13
118 H 0.924 4.693 -1.380  0.16
119 H 3.522 5.059 -0.704  0.28
120 C 2.560 -3.205 -3.145  -0.30

Max |F|, Eh/bohr: 0.059
Gap between HOMO and LUMO, eV: 9.6
Calculated total energy, eV: -56917.360
ΔE to the lowest compared entry with this formula, charge and spin, kcal/mol: 124.2



Record 2
Entry from the Open Molecules 2025 dataset: a structure of composition C26H9AuF4N5S2 (ωB97M-V/def2-TZVPD).

Each line ends with the Mulliken charge.
Element x y z (Å)
1 C -3.612 2.867 5.624  0.53
2 C -3.063 1.055 4.017  0.32
3 C 2.503 -0.475 -6.078  -0.42
4 C 0.847 -1.953 4.483  0.06
5 C -1.549 2.903 -2.589  -0.35
6 N 1.665 -2.535 5.049  -0.58
7 F -2.620 -0.617 2.481  -0.38
8 C 0.982 -1.203 -4.341  -0.51
9 C -2.260 0.044 3.591  0.54
10 C 1.710 1.030 -1.646  0.31
11 H -1.243 4.754 -3.600  0.38
12 C -3.484 3.508 6.894  0.11
13 F 0.115 -0.085 6.308  -0.33
14 C 1.491 -1.323 -5.622  -0.53
15 C -2.833 1.766 5.224  0.30
16 N 1.075 0.023 -2.202  -0.28
17 F -1.447 1.830 7.156  -0.32
18 S 1.393 1.606 -0.079  -0.38
19 C -2.294 2.219 -1.601  1.20
20 C -1.735 1.267 5.978  0.12
21 C -1.830 4.228 -2.858  -0.48
22 C -0.140 -1.469 2.336  0.24
23 H 2.887 -0.584 -7.084  0.36
24 C -4.585 3.474 4.772  0.06
25 C 1.492 -0.219 -3.497  -0.61
26 H -3.083 5.916 -2.419  0.37
27 H -4.430 4.704 -0.728  0.39
28 H 3.802 1.172 -5.598  0.36
29 H 0.199 -1.858 -3.979  0.41
30 C 2.507 0.631 -3.964  0.97
31 C -1.095 -0.369 4.286  0.49
32 H 1.098 -2.086 -6.283  0.35
33 F -4.144 1.348 3.285  -0.33
34 N -0.119 -1.556 1.185  -0.50
35 C 3.019 0.510 -5.249  -0.49
36 H -0.745 2.385 -3.097  0.40
37 C -0.923 0.265 5.540  0.07
38 C -3.627 4.200 -1.249  -0.42
39 S 2.916 1.760 -2.706  -0.26
40 N -5.348 4.012 4.096  -0.59
41 H -3.905 2.366 -0.170  0.47
42 C -2.871 4.878 -2.200  -0.45
43 N -3.447 4.064 7.903  -0.58
44 C -1.951 0.900 -1.298  -1.20
45 C -3.340 2.887 -0.932  -0.56
46 C -0.167 -1.288 3.735  -0.03
47 Au -0.714 -0.198 -0.358  0.76

Max |F|, Eh/bohr: 0.011
Gap between HOMO and LUMO (spin up / spin down), eV: 6.2 / 5.2
Total charge: -1
2S+1: 3
Calculated total energy, eV: -70787.943
ΔE to the lowest compared entry with this formula, charge and spin, kcal/mol: 2.5



Record 3
Entry from the Open Molecules 2025 dataset: a structure of composition C27H14BrF5N3O2PdS (ωB97M-V/def2-TZVPD).

Each line ends with the Mulliken charge.
Element x y z (Å)
1 C 2.524 -0.645 -1.248  0.29
2 C -3.449 -2.125 -2.693  -0.85
3 C 1.087 0.718 2.405  -0.14
4 O -2.011 1.003 -1.355  -0.37
5 C -2.116 2.366 1.316  0.73
6 C -1.735 -1.969 -1.008  0.01
7 C 0.482 -3.471 0.304  -0.38
8 O 0.892 1.107 -1.024  -0.99
9 C 2.015 0.205 3.322  -1.13
10 Pd -0.740 0.522 0.050  -0.11
11 H -3.582 1.704 -3.158  0.47
12 C -2.669 0.113 -2.058  0.58
13 N 0.515 -0.052 1.506  0.70
14 H 1.681 -5.101 1.025  0.42
15 C 3.059 1.364 -0.114  0.27
16 H 3.075 -1.536 3.956  0.48
17 Br -5.360 -2.693 -4.708  -0.16
18 H -4.974 0.226 -4.556  0.43
19 S -2.457 0.659 1.593  -0.24
20 C 2.040 -3.337 2.153  -0.88
21 H -3.407 -3.197 -2.555  0.48
22 C -4.317 -0.196 -3.807  -0.34
23 H -2.778 5.642 1.515  0.41
24 C 2.106 0.613 -0.810  0.79
25 H -3.682 3.452 2.303  0.47
26 C -2.282 4.719 1.243  -0.08
27 C 3.795 -1.136 -0.998  0.07
28 C 2.346 -1.121 3.270  -0.69
29 H -1.858 -3.046 -0.918  0.42
30 C -4.275 -1.587 -3.635  -0.39
31 H -0.768 5.702 0.059  0.44
32 C 0.139 -2.155 0.465  -0.08
33 C 1.742 -1.965 2.312  0.85
34 C -2.616 -1.298 -1.901  0.54
35 H 2.771 -3.796 2.806  0.47
36 H 0.058 -4.062 -0.497  0.47
37 N -1.011 2.439 0.559  0.41
38 C -1.156 4.763 0.426  -0.97
39 C 1.429 -4.060 1.167  -1.10
40 F 5.199 1.651 0.814  -0.32
41 F 5.934 -0.828 -0.056  -0.31
42 N -0.772 -1.427 -0.337  0.37
43 H 2.462 0.873 4.043  0.46
44 H 0.822 1.766 2.393  0.54
45 C -2.791 3.511 1.696  -0.74
46 F 2.709 2.571 0.360  -0.41
47 F 1.674 -1.407 -1.953  -0.47
48 C 4.338 0.898 0.135  0.10
49 C -3.542 0.631 -3.038  -0.89
50 C -0.531 3.582 0.075  -0.41
51 C 4.712 -0.364 -0.303  0.80
52 C 0.799 -1.385 1.445  0.72
53 F 4.133 -2.348 -1.432  -0.33
54 H 0.344 3.506 -0.555  0.62

Max |F|, Eh/bohr: 0.014
Gap between HOMO and LUMO, eV: 6.3
Total charge: +1
Calculated total energy, eV: -134729.413
ΔE to the lowest compared entry with this formula, charge and spin, kcal/mol: 0.0